The following is a quantum chemistry calculation of a cluster of 3 separate species, C32H27N2O6P in total, from OMol25.

CARTESIAN COORDINATES (ANGSTROEM)
C  -1.351  2.195  1.684
C  -2.128  3.187  2.560
C  -2.985  4.217  1.805
C  -3.954  3.663  0.745
N  -5.384  3.658  1.125
P  -5.823  2.365  2.146
O  -7.027  1.671  1.176
N  -6.891  0.277  0.850
O  -5.873  -0.192  1.131
H  -0.380  2.584  1.363
H  -1.913  1.827  0.823
H  -1.122  1.308  2.288
H  -1.386  3.757  3.134
H  -2.731  2.641  3.293
H  -2.342  4.980  1.353
H  -3.599  4.742  2.551
H  -3.862  4.251  -0.175
H  -3.716  2.629  0.480
H  -5.649  4.552  1.525
H  -6.740  3.089  2.940
C  2.797  -2.505  0.151
C  3.677  -3.472  0.627
C  4.316  -3.295  1.844
C  4.083  -2.145  2.589
C  3.211  -1.169  2.106
C  2.565  -1.356  0.889
C  2.966  0.091  2.867
O  2.198  0.928  2.441
C  3.695  0.282  4.152
C  3.520  1.466  4.858
C  4.180  1.657  6.060
C  5.013  0.664  6.565
C  5.193  -0.517  5.864
C  4.540  -0.710  4.653
C  4.768  -1.981  3.903
O  5.489  -2.848  4.349
H  2.296  -2.649  -0.798
H  3.864  -4.365  0.046
H  4.998  -4.042  2.226
H  1.887  -0.594  0.529
H  2.867  2.228  4.456
H  4.047  2.581  6.607
H  5.524  0.814  7.507
H  5.839  -1.296  6.244
C  0.620  -3.418  -7.601
C  -0.141  -2.472  -8.279
C  -0.836  -1.504  -7.574
C  -0.779  -1.482  -6.185
C  -0.027  -2.441  -5.505
C  0.678  -3.404  -6.218
C  0.026  -2.462  -4.015
O  0.692  -3.285  -3.422
C  -0.767  -1.438  -3.278
C  -0.775  -1.467  -1.890
C  -1.486  -0.515  -1.181
C  -2.185  0.477  -1.858
C  -2.192  0.508  -3.243
C  -1.488  -0.454  -3.958
C  -1.521  -0.418  -5.448
O  -2.132  0.445  -6.042
H  1.168  -4.170  -8.155
H  -0.191  -2.491  -9.360
H  -1.427  -0.758  -8.088
H  1.263  -4.136  -5.679
H  -0.222  -2.242  -1.375
H  -1.488  -0.541  -0.098
H  -2.732  1.229  -1.303
H  -2.737  1.273  -3.780

Properties
E_HOMO = -9.111 eV
SMILES string = O=C1c2ccccc2C(=O)c2ccccc21.O=C1c2ccccc2C(=O)c2ccccc21.CCCCNPON=O
Energy = -2137.87762 hartree
Spin multiplicity = 1

---

The following is a quantum chemistry calculation of a structure of composition C32H27N5O9Ti, from OMol25.

CARTESIAN COORDINATES (ANGSTROEM)
Ti  0.350  0.838  2.137
O  -3.249  0.120  0.792
C  -4.025  0.561  1.870
C  -3.548  1.908  2.421
N  -2.247  1.833  3.071
C  -2.236  0.909  4.199
C  -1.649  -0.471  3.781
O  -2.014  -1.476  4.358
O  -0.823  -0.428  2.802
C  -1.792  3.157  3.443
C  -0.315  3.124  3.899
O  0.075  3.925  4.728
O  0.401  2.232  3.328
H  -2.330  0.082  1.100
H  -4.038  -0.199  2.663
H  -5.046  0.679  1.489
H  -4.314  2.307  3.116
H  -3.456  2.593  1.574
H  -3.242  0.753  4.621
H  -1.595  1.292  5.003
H  -2.395  3.600  4.255
H  -1.843  3.813  2.567
O  3.967  -0.491  2.830
C  2.987  0.166  2.505
O  1.803  0.046  2.985
C  3.100  1.222  1.433
C  4.308  1.471  0.774
C  4.357  2.430  -0.209
C  3.194  3.188  -0.481
C  3.173  4.230  -1.427
C  2.038  4.981  -1.622
C  0.894  4.719  -0.867
C  0.882  3.712  0.070
C  2.013  2.900  0.268
N  1.967  1.886  1.174
H  5.169  0.882  1.056
H  5.264  2.632  -0.763
H  4.066  4.435  -2.000
H  2.032  5.791  -2.338
H  0.009  5.320  -1.017
H  0.009  3.527  0.683
C  -0.862  -7.398  -1.953
O  -1.620  -6.220  -2.042
C  -1.085  -5.149  -2.709
C  -1.768  -3.941  -2.560
C  -1.306  -2.792  -3.154
C  -0.150  -2.818  -3.953
C  0.501  -4.042  -4.132
C  0.055  -5.187  -3.502
N  0.281  -1.729  -4.687
N  0.216  -0.539  -4.299
C  0.030  -0.117  -3.011
C  -0.763  1.023  -2.835
C  -1.053  1.554  -1.593
C  -0.511  0.983  -0.444
O  -0.686  1.412  0.789
C  0.342  -0.143  -0.591
N  0.839  -0.615  0.579
C  1.693  -1.626  0.532
C  2.149  -2.159  -0.673
C  1.642  -1.694  -1.869
C  0.657  -0.693  -1.858
H  -1.393  -8.047  -1.256
H  0.142  -7.198  -1.565
H  -0.775  -7.902  -2.921
H  -2.658  -3.928  -1.952
H  -1.842  -1.863  -3.016
H  1.393  -4.075  -4.743
H  0.598  -6.109  -3.641
H  -1.208  1.452  -3.719
H  -1.706  2.407  -1.501
H  2.043  -2.018  1.480
H  2.900  -2.936  -0.664
H  2.006  -2.088  -2.805

Properties
E_HOMO (spin up / spin down) = -2.723 / -5.217 eV
Relative energy (zero: lowest compared OMol25 entry of this formula, charge and spin) = 32.3 kcal per mole
⟨S²⟩ = 0.780
Net charge = -1
Energy = -3036.28303 hartree
Spin multiplicity = 2

---

The following is a quantum chemistry calculation of a structure of composition C32H28ClCoN3O5S2, from OMol25.

CARTESIAN COORDINATES (ANGSTROEM)
Co  -1.088  0.750  0.366
Cl  1.468  7.093  2.659
C  0.952  5.649  1.830
C  1.077  5.574  0.432
C  0.679  4.451  -0.236
C  0.127  3.326  0.441
O  -0.211  2.300  -0.249
C  0.008  3.427  1.856
C  -0.521  2.378  2.657
N  -0.923  1.230  2.230
C  -1.481  0.279  3.107
C  -1.615  0.368  4.469
C  -2.189  -0.691  5.202
C  -2.610  -1.835  4.589
C  -2.476  -1.966  3.187
C  -2.850  -3.123  2.467
C  -2.643  -3.172  1.120
C  -2.088  -2.050  0.473
N  -1.774  -0.948  1.102
C  -1.930  -0.898  2.457
C  0.425  4.601  2.522
H  1.484  6.419  -0.108
H  0.749  4.392  -1.315
H  -0.579  2.593  3.723
H  -1.285  1.245  5.008
H  -2.287  -0.585  6.275
H  -3.041  -2.649  5.158
H  -3.286  -3.961  2.997
H  -2.906  -4.042  0.535
H  -1.902  -2.063  -0.590
H  0.321  4.664  3.599
O  -0.981  0.209  -1.661
S  -0.834  -0.108  -3.108
C  0.788  -0.930  -3.246
C  1.111  -1.830  -2.061
C  2.607  -1.806  -1.726
C  2.936  -2.362  -0.347
S  2.583  -1.269  1.068
O  1.172  -0.799  0.943
C  3.640  0.091  0.584
C  5.011  -0.029  0.766
C  5.836  1.019  0.389
C  5.283  2.177  -0.146
C  3.909  2.290  -0.299
C  3.072  1.244  0.068
C  -1.917  -1.491  -3.505
C  -1.654  -2.339  -4.578
C  -2.574  -3.321  -4.909
C  -3.754  -3.444  -4.186
C  -4.025  -2.568  -3.148
C  -3.113  -1.576  -2.809
H  1.492  -0.097  -3.309
H  0.802  -1.439  -4.207
H  0.799  -2.857  -2.266
H  0.551  -1.477  -1.195
H  2.988  -0.785  -1.796
H  3.160  -2.388  -2.469
H  4.000  -2.587  -0.243
H  2.381  -3.279  -0.135
H  5.430  -0.927  1.206
H  6.906  0.939  0.525
H  5.928  2.999  -0.430
H  3.480  3.200  -0.697
H  1.995  1.328  -0.029
H  -0.755  -2.240  -5.169
H  -2.372  -3.987  -5.737
H  -4.471  -4.211  -4.452
H  -4.959  -2.638  -2.604
H  -3.330  -0.844  -2.039
O  -3.916  1.466  -1.295
N  -3.885  2.092  -0.243
O  -2.923  1.815  0.535

Properties
E_HOMO (spin up / spin down) = -6.755 / -7.043 eV
Relative energy (zero: lowest compared OMol25 entry of this formula, charge and spin) = 3.5 kcal per mole
⟨S²⟩ = 0.756
Energy = -4415.94580 hartree
Spin multiplicity = 2

---

The following is a quantum chemistry calculation of a structure of composition C32H28CuF3NO3S4, from OMol25.

CARTESIAN COORDINATES (ANGSTROEM)
Cu  -16.618  3.109  13.166
F  -11.976  5.871  16.421
C  -12.607  6.058  15.197
F  -12.555  7.418  14.974
F  -11.858  5.458  14.289
C  -14.015  5.490  15.301
C  -14.638  5.803  16.493
C  -15.980  5.400  16.723
C  -16.568  4.659  15.696
N  -15.887  4.263  14.607
C  -14.608  4.690  14.288
S  -14.013  4.431  12.739
H  -14.046  6.358  17.256
H  -16.516  5.623  17.652
H  -17.617  4.344  15.706
O  -17.093  2.226  6.843
S  -15.848  2.935  6.513
C  -14.430  1.813  7.043
C  -14.304  1.486  8.497
C  -15.596  1.001  9.221
C  -15.777  1.540  10.630
S  -15.894  0.280  11.976
O  -16.247  1.215  13.143
C  -14.182  -0.044  12.130
C  -13.369  0.884  12.752
C  -12.028  0.629  13.004
C  -11.461  -0.527  12.451
C  -12.281  -1.420  11.750
C  -13.640  -1.196  11.638
C  -15.683  4.307  7.676
C  -16.463  4.391  8.823
C  -16.422  5.534  9.638
C  -15.684  6.628  9.233
C  -14.845  6.535  8.104
C  -14.819  5.344  7.319
H  -13.456  2.258  6.678
H  -14.528  0.863  6.506
H  -13.879  2.334  9.009
H  -13.669  0.663  8.629
H  -15.595  -0.117  9.222
H  -16.452  1.245  8.596
H  -16.731  2.056  10.679
H  -14.950  2.244  10.875
H  -13.761  1.819  13.111
H  -11.382  1.322  13.554
H  -10.386  -0.698  12.515
H  -11.898  -2.335  11.350
H  -14.320  -1.817  11.047
H  -17.152  3.559  9.058
H  -17.020  5.571  10.521
H  -15.720  7.522  9.818
H  -14.331  7.395  7.738
H  -14.193  5.303  6.390
C  -24.644  9.863  13.174
C  -23.700  8.700  13.014
O  -22.957  8.351  13.897
S  -23.998  7.891  11.429
C  -22.536  6.871  11.417
C  -21.615  6.979  10.427
C  -20.441  6.173  10.501
C  -20.220  5.311  11.634
C  -21.261  5.180  12.553
C  -22.393  5.935  12.490
C  -19.031  4.531  11.800
C  -17.966  3.984  12.152
H  -24.987  10.221  12.197
H  -24.186  10.691  13.663
H  -25.524  9.615  13.816
H  -21.657  7.719  9.611
H  -19.651  6.313  9.778
H  -21.250  4.336  13.281
H  -23.179  5.793  13.253

Properties
E_HOMO = -4.285 eV
Relative energy (zero: lowest compared OMol25 entry of this formula, charge and spin) = 0.0 kcal per mole
Net charge = -1
Energy = -5049.45809 hartree
Spin multiplicity = 1

---

The following is a quantum chemistry calculation of a structure of composition C32H29BBr2N9NiO3, from OMol25.

CARTESIAN COORDINATES (ANGSTROEM)
Ni  0.838  0.079  0.446
C  5.044  0.934  0.696
C  3.766  0.913  1.263
N  2.925  0.247  0.487
N  3.632  -0.181  -0.579
C  4.909  0.221  -0.477
B  2.904  -1.024  -1.649
N  1.902  -0.058  -2.372
C  1.786  0.469  -3.606
C  0.591  1.157  -3.677
C  0.029  1.008  -2.405
N  0.834  0.298  -1.633
N  2.084  -2.153  -0.964
C  1.977  -3.434  -1.368
C  0.989  -4.043  -0.627
C  0.522  -3.035  0.224
N  1.188  -1.913  0.020
N  3.875  -1.685  -2.615
C  3.750  -1.999  -3.929
C  4.816  -2.785  -4.283
C  5.552  -2.918  -3.092
N  4.983  -2.269  -2.094
H  5.939  1.382  1.090
H  3.417  1.341  2.189
H  5.633  -0.053  -1.223
H  2.555  0.347  -4.346
H  0.189  1.680  -4.526
H  -0.900  1.376  -2.000
H  2.617  -3.823  -2.141
H  0.658  -5.064  -0.691
H  -0.261  -3.061  0.964
H  2.895  -1.701  -4.507
H  5.024  -3.207  -5.250
H  6.467  -3.462  -2.920
C  1.837  3.227  -0.984
C  1.049  3.351  0.284
C  0.634  4.614  0.742
C  -0.010  4.737  1.942
C  -0.202  3.592  2.733
C  -0.769  3.587  4.049
Br  -1.387  5.185  4.805
C  -0.847  2.438  4.815
C  -0.386  1.236  4.322
Br  -0.425  -0.291  5.377
C  0.141  1.124  2.976
O  0.590  0.067  2.522
C  0.214  2.378  2.192
N  0.775  2.257  0.982
H  2.499  4.087  -1.087
H  1.181  3.203  -1.854
H  2.430  2.315  -0.983
H  0.839  5.484  0.133
H  -0.339  5.703  2.300
H  -1.259  2.484  5.813
C  -7.111  -2.631  0.182
C  -5.816  -1.898  0.405
C  -4.860  -2.375  1.284
C  -3.653  -1.708  1.487
C  -2.639  -2.279  2.445
C  -3.410  -0.533  0.794
C  -4.357  -0.032  -0.108
C  -4.074  1.238  -0.866
C  -5.544  -0.719  -0.289
C  -2.138  0.238  0.992
O  -2.118  1.162  1.825
O  -1.167  -0.113  0.242
H  -7.213  -3.470  0.870
H  -7.172  -3.024  -0.835
H  -7.967  -1.970  0.327
H  -5.051  -3.294  1.830
H  -2.398  -3.311  2.178
H  -3.035  -2.296  3.462
H  -1.711  -1.708  2.460
H  -3.926  2.075  -0.182
H  -4.893  1.483  -1.541
H  -3.161  1.135  -1.457
H  -6.278  -0.331  -0.988

Properties
E_HOMO (spin up / spin down) = -7.998 / -8.067 eV
Relative energy (zero: lowest compared OMol25 entry of this formula, charge and spin) = 3.6 kcal per mole
⟨S²⟩ = 3.791
Energy = -8636.74198 hartree
Spin multiplicity = 4

---

The following is a quantum chemistry calculation of a structure of composition C32H29BClCuN6O6Se, from OMol25.

CARTESIAN COORDINATES (ANGSTROEM)
Cu  -0.292  2.580  0.576
O  3.965  0.829  3.986
C  4.487  1.233  2.851
O  5.673  1.469  2.736
C  3.546  1.357  1.692
C  3.908  1.510  0.373
Cl  5.495  1.691  -0.241
N  2.778  1.539  -0.387
N  1.689  1.464  0.407
C  2.122  1.343  1.643
C  1.080  1.271  2.743
O  1.446  0.749  3.831
O  -0.044  1.728  2.474
C  2.557  1.494  -1.815
C  1.241  1.522  -2.268
C  0.973  1.421  -3.622
C  2.002  1.299  -4.545
C  3.310  1.275  -4.090
C  3.595  1.366  -2.732
H  2.930  0.737  3.939
H  0.427  1.597  -1.562
H  -0.060  1.430  -3.948
H  1.786  1.210  -5.603
H  4.131  1.176  -4.790
H  4.621  1.329  -2.413
Se  -3.694  -1.398  -1.995
N  -4.542  -0.224  -0.989
C  -4.029  0.843  -0.367
C  -5.020  1.696  0.208
C  -4.701  2.884  0.781
C  -3.331  3.263  0.780
N  -2.370  2.508  0.350
C  -2.626  1.236  -0.169
N  -1.574  0.555  -0.469
H  -6.049  1.370  0.120
H  -5.460  3.540  1.185
H  -3.019  4.249  1.122
C  1.680  4.880  1.748
C  0.833  5.306  0.588
C  0.613  6.593  0.115
C  -0.224  6.450  -1.027
C  -0.454  5.089  -1.171
C  -1.213  4.412  -2.273
N  0.182  4.382  -0.185
H  1.938  5.743  2.368
H  2.618  4.413  1.423
H  1.158  4.154  2.380
H  1.001  7.510  0.540
H  -0.605  7.238  -1.667
H  -1.771  5.155  -2.849
H  -1.919  3.669  -1.894
H  -0.541  3.892  -2.964
C  -0.059  -7.690  0.530
C  -0.955  -6.594  1.109
C  -2.418  -6.981  0.832
C  -0.730  -6.541  2.626
C  -0.668  -5.222  0.489
C  0.272  -5.040  -0.518
C  0.494  -3.788  -1.116
C  -0.256  -2.732  -0.674
O  -0.257  -1.442  -1.102
B  -1.277  -0.789  -0.364
O  -1.824  -1.713  0.577
C  -1.198  -2.897  0.337
C  -1.418  -4.114  0.928
H  -0.325  -8.650  0.982
H  0.996  -7.496  0.742
H  -0.183  -7.781  -0.553
H  -2.619  -7.999  1.184
H  -2.628  -6.933  -0.240
H  -3.111  -6.302  1.334
H  -1.055  -7.478  3.093
H  -1.283  -5.720  3.087
H  0.330  -6.393  2.851
H  0.867  -5.875  -0.862
H  1.227  -3.660  -1.903
H  -2.167  -4.196  1.708

Properties
E_HOMO = -1.632 eV
Net charge = -2
Energy = -6543.99765 hartree
Spin multiplicity = 1